[1]
{"formula": "C34H46N4O5SSi2", "method": "the ωB97M-V functional and the def2-TZVPD basis", "total_charge": 0, "e_homo_ev": -9.257, "elements": ["C", "N", "C", "C", "O", "C", "Si", "C", "C", "C", "C", "N", "O", "C", "N", "O", "Si", "S", "C", "O", "N", "O", "H", "H", "H", "H", "H", "H", "H", "H", "H", "H", "H", "H", "H", "H", "H", "H", "H", "H", "H", "H", "H", "H", "C", "C", "C", "C", "C", "C", "H", "H", "H", "H", "H", "H", "C", "C", "C", "C", "C", "C", "H", "H", "H", "H", "H", "H", "C", "C", "C", "C", "C", "C", "H", "H", "H", "H", "H", "H", "C", "C", "C", "C", "C", "C", "H", "H", "H", "H", "H", "H"], "xyz": [[6.2914, -1.7511, 0.4938], [6.6516, -0.4188, -0.0180], [8.1187, -0.3879, -0.1547], [6.0478, -0.1280, -1.2493], [6.6854, 0.2777, -2.2034], [4.5438, -0.2797, -1.3597], [3.8983, -0.2991, -3.1183], [2.0197, -0.2515, -3.0830], [1.4758, -0.8098, -1.7445], [-0.0360, -1.1242, -1.8677], [-0.4508, -2.2652, -0.9382], [-0.7361, -1.8214, 0.4466], [4.3730, 1.1885, -3.8569], [4.2719, 1.1381, -5.1377], [4.1598, 0.9450, -6.2800], [4.4799, -1.5057, -4.0910], [4.9155, -2.9660, -3.4363], [6.4004, -3.8288, -4.7211], [3.5059, -4.2259, -3.3794], [3.9494, -5.2535, -2.4517], [3.2813, -5.0883, -1.2201], [4.0310, -4.9674, -0.3402], [6.8437, -1.9122, 1.4133], [6.5879, -2.5545, -0.1771], [5.2488, -1.8197, 0.7676], [8.5493, -0.5427, 0.8270], [8.4293, -1.2442, -0.7549], [8.4673, 0.5327, -0.5897], [4.1793, -1.1406, -0.8137], [4.1024, 0.5793, -0.8521], [1.6196, -0.7817, -3.9412], [1.7560, 0.8025, -3.1049], [1.6102, -0.0261, -1.0084], [1.9854, -1.7289, -1.4603], [-0.1924, -1.4565, -2.8877], [-0.5833, -0.2076, -1.6711], [0.2534, -3.0951, -0.9628], [-1.3791, -2.6680, -1.3416], [-0.2107, -0.9740, 0.6204], [-0.3859, -2.5569, 1.0435], [5.5137, -2.8848, -2.1032], [7.0677, -2.7048, -5.0256], [3.3945, -4.7203, -4.3369], [2.5594, -3.8368, -3.0021], [-0.2256, 5.2647, -5.5655], [0.7963, 5.0254, -4.6579], [1.6791, 3.9749, -4.8693], [1.5474, 3.1686, -5.9929], [0.5259, 3.4107, -6.9003], [-0.3622, 4.4557, -6.6855], [-0.9162, 6.0817, -5.4004], [0.9044, 5.6575, -3.7855], [2.4735, 3.7842, -4.1574], [2.2429, 2.3582, -6.1422], [0.4224, 2.7836, -7.7764], [-1.1610, 4.6410, -7.3921], [-2.3597, -0.8281, 3.3214], [-3.3408, 0.1066, 3.0198], [-4.1850, 0.5742, 4.0172], [-4.0429, 0.1137, 5.3190], [-3.0601, -0.8183, 5.6217], [-2.2209, -1.2921, 4.6226], [-1.7065, -1.1923, 2.5403], [-3.4479, 0.4698, 2.0050], [-4.9538, 1.2984, 3.7803], [-4.6991, 0.4820, 6.0975], [-2.9482, -1.1769, 6.6376], [-1.4579, -2.0232, 4.8586], [-5.1388, -0.2633, -0.8054], [-3.8144, 0.0215, -1.1089], [-3.5184, 0.9613, -2.0841], [-4.5374, 1.6273, -2.7498], [-5.8606, 1.3452, -2.4421], [-6.1612, 0.3970, -1.4731], [-5.3735, -0.9996, -0.0472], [-3.0078, -0.4861, -0.5907], [-2.4850, 1.1781, -2.3251], [-4.3005, 2.3635, -3.5070], [-6.6584, 1.8633, -2.9583], [-7.1935, 0.1732, -1.2372], [-5.2116, 0.6107, 9.0789], [-4.9228, 1.6337, 9.9708], [-5.9411, 2.2144, 10.7132], [-7.2468, 1.7662, 10.5694], [-7.5348, 0.7411, 9.6796], [-6.5177, 0.1654, 8.9313], [-4.4174, 0.1592, 8.4979], [-3.9035, 1.9789, 10.0867], [-5.7172, 3.0163, 11.4046], [-8.0404, 2.2165, 11.1516], [-8.5528, 0.3908, 9.5688], [-6.7426, -0.6311, 8.2333]], "forces_ev_per_angstrom": [[0.05, 0.33, 0.84], [0.29, -0.67, -1.08], [-0.24, -0.37, 0.43], [0.13, 0.03, -0.15], [-0.18, 0.01, 0.21], [0.28, 0.14, -0.14], [-0.40, 0.72, -0.18], [1.00, -0.14, 0.85], [-0.81, 0.15, -1.02], [1.29, -0.69, 0.53], [-1.24, 0.52, -0.16], [0.41, -0.23, -0.80], [-0.02, -0.37, 0.01], [0.01, -0.55, -1.23], [0.15, 0.53, 1.06], [-0.22, -0.02, 1.37], [0.84, -0.39, -1.22], [-0.18, -0.20, -0.03], [0.18, -0.32, 0.45], [0.64, 0.07, -0.11], [-0.39, 0.63, 0.03], [0.12, -0.46, 0.19], [0.09, 0.05, 0.18], [-0.12, -0.08, -0.27], [-0.26, -0.05, -0.13], [0.06, 0.22, 0.26], [0.20, 0.11, -0.33], [0.02, 0.20, -0.11], [-0.13, -0.19, 0.07], [-0.13, 0.18, 0.00], [-0.18, 0.07, -0.18], [-0.24, 0.16, -0.47], [0.33, -0.18, 0.50], [0.18, -0.03, 0.25], [-0.35, 0.10, -0.21], [-0.44, -0.03, -0.10], [0.38, 0.06, -0.09], [-0.17, -0.15, 0.00], [0.15, -0.06, 0.32], [-0.03, 0.23, 0.50], [-0.24, 0.32, 0.25], [-0.16, 0.11, 0.18], [-0.33, 0.06, -0.23], [-0.22, 0.14, -0.28], [-0.02, 0.01, -0.01], [0.01, 0.00, 0.05], [-0.06, 0.01, -0.02], [-0.05, 0.06, 0.17], [-0.02, -0.01, -0.01], [0.01, 0.00, 0.00], [0.00, 0.01, 0.00], [0.00, 0.00, 0.00], [0.03, 0.02, -0.02], [-0.01, -0.04, -0.18], [0.01, -0.01, 0.00], [0.00, 0.01, -0.01], [0.06, 0.00, 0.07], [-0.01, 0.01, -0.04], [0.00, 0.00, 0.00], [-0.02, 0.00, 0.02], [-0.01, -0.01, 0.02], [-0.02, 0.03, 0.00], [-0.10, 0.00, -0.01], [-0.01, -0.02, -0.01], [0.00, 0.01, 0.00], [-0.01, 0.01, -0.01], [0.00, -0.01, 0.00], [0.01, 0.00, 0.01], [-0.01, -0.02, 0.04], [0.07, -0.05, 0.02], [0.09, 0.07, -0.03], [-0.02, 0.00, -0.01], [-0.01, -0.01, 0.00], [0.01, 0.01, 0.00], [0.00, 0.00, 0.01], [-0.06, -0.05, 0.04], [0.00, 0.03, -0.02], [0.00, 0.00, 0.00], [-0.01, 0.00, 0.00], [-0.01, 0.00, 0.00], [0.01, -0.01, -0.01], [0.02, 0.02, 0.00], [-0.01, 0.00, 0.01], [0.00, 0.00, 0.00], [-0.02, 0.00, 0.00], [0.00, -0.02, -0.01], [0.02, 0.00, 0.01], [0.00, 0.01, -0.01], [0.00, 0.00, 0.01], [-0.01, 0.00, 0.00], [-0.01, 0.00, -0.01], [0.00, -0.01, 0.00]], "lowdin_charge": [-0.077, -0.130, -0.061, -0.511, 0.075, -0.123, 0.470, -0.184, -0.256, -0.192, -0.279, 0.001, -0.027, -0.423, 0.172, -0.261, 0.234, 0.497, -0.260, -0.198, -0.046, 0.079, 0.089, 0.079, 0.080, 0.085, 0.096, 0.087, 0.059, 0.114, 0.089, 0.088, 0.104, 0.085, 0.107, 0.100, 0.097, 0.099, 0.063, 0.065, 0.002, -0.182, 0.085, 0.075, -0.102, -0.101, -0.097, -0.089, -0.089, -0.099, 0.098, 0.098, 0.095, 0.056, 0.102, 0.099, -0.092, -0.088, -0.090, -0.096, -0.100, -0.096, 0.061, 0.091, 0.102, 0.084, 0.094, 0.098, -0.095, -0.100, -0.098, -0.095, -0.097, -0.096, 0.102, 0.080, 0.090, 0.101, 0.100, 0.100, -0.102, -0.094, -0.097, -0.098, -0.097, -0.096, 0.085, 0.101, 0.100, 0.100, 0.100, 0.101]}

[2]
{"formula": "C3H4AlFO3", "method": "the ωB97M-V functional and the def2-TZVPD basis", "total_charge": 0, "e_homo_ev": -7.879, "elements": ["C", "C", "H", "H", "F", "H", "Al", "O", "C", "O", "O", "H"], "xyz": [[1.7346, -0.7507, 1.5106], [0.8828, -1.2284, 0.5548], [2.7998, -0.9033, 1.3149], [1.4487, 0.1450, 2.0685], [-0.4498, -0.9600, 0.6877], [1.0170, -2.2187, 0.1068], [1.2643, -3.0211, 3.2896], [2.8315, 1.5761, -1.0568], [1.5178, 1.1975, -1.1494], [0.6460, 2.0671, -1.0498], [1.3797, -0.0583, -1.2144], [2.8601, 2.5371, -0.9853]], "forces_ev_per_angstrom": [[0.25, -0.37, 0.72], [-1.41, -0.23, 0.71], [-0.34, -0.01, 0.12], [0.10, -0.23, -0.25], [1.37, -0.10, -0.34], [0.19, 0.86, -0.82], [0.12, 1.00, -0.76], [0.86, 0.07, -0.16], [-1.10, 0.36, 1.13], [0.43, -0.23, -0.27], [-0.18, -1.12, -0.02], [-0.28, 0.00, -0.07]], "lowdin_charge": [-0.152, -0.265, 0.066, 0.071, 0.015, 0.121, 0.854, 0.048, -0.796, -0.001, -0.057, 0.096]}

[3]
{"formula": "C4H6N3", "method": "the ωB97M-V functional and the def2-TZVPD basis", "total_charge": 1, "smiles": "[H]/N=C1/C=N[N+](C)=C1", "e_homo_ev": -15.481, "elements": ["C", "C", "C", "C", "N", "N", "N", "H", "H", "H", "H", "H", "H"], "xyz": [[2.1279, 0.0013, -0.1987], [-0.0659, 0.6993, -0.4516], [1.3830, 1.1109, -0.7571], [-1.1555, -1.0845, 0.7378], [1.4147, -0.9674, 0.2227], [1.8485, 2.0971, -1.3020], [-0.0159, -0.4241, 0.2035], [3.1569, -0.2453, -0.2248], [-1.0498, 1.1265, -0.4939], [-0.7903, -1.4399, 1.7325], [-1.4910, -2.1293, 0.2393], [-1.9347, -0.3669, 0.6904], [1.3758, 2.9971, -1.4571]], "forces_ev_per_angstrom": [[-0.49, -2.36, -0.38], [0.75, -1.53, 1.97], [-2.74, -0.52, 0.62], [0.47, -4.14, 0.67], [-1.76, 0.62, 1.16], [1.83, 2.66, -0.15], [2.13, 1.49, -3.22], [1.08, 0.48, -0.24], [0.02, 0.80, -0.61], [-0.97, 0.63, -0.32], [1.09, 2.62, 0.48], [-0.95, 0.24, 0.55], [-0.48, -0.99, -0.53]], "lowdin_charge": [-0.030, 0.135, -0.293, 0.003, 0.210, 0.270, -0.101, 0.141, 0.153, 0.126, 0.175, 0.084, 0.128]}

[4]
{"formula": "C18H14ClF3O8P2SZn", "method": "the ωB97M-V functional and the def2-TZVPD basis", "total_charge": 2, "e_homo_ev": -14.666, "elements": ["C", "C", "C", "C", "C", "C", "C", "C", "C", "O", "O", "C", "O", "C", "C", "P", "O", "C", "P", "O", "C", "S", "O", "O", "C", "F", "F", "F", "C", "Cl", "C", "C", "O", "H", "H", "H", "H", "H", "H", "H", "H", "H", "H", "H", "H", "H", "H", "Zn"], "xyz": [[4.1490, -3.3160, -0.0177], [4.3914, -2.3732, -0.9184], [4.7304, -1.1807, -1.9508], [3.5401, -0.9123, -3.0149], [2.5633, 0.3270, -2.6016], [1.8398, 0.1472, -1.1933], [2.0143, 1.0990, -0.0967], [2.9077, 2.4280, -0.1779], [2.1615, 3.6783, 0.5694], [2.8832, 4.5952, 1.0622], [0.7433, 3.8200, 0.6513], [1.2637, 0.7925, 1.3230], [1.8306, 1.0159, 2.4267], [-0.2087, 0.1293, 1.1467], [-1.4583, 0.4515, 2.0502], [-1.1335, 1.7595, 3.4290], [-0.9346, 0.9585, 4.7493], [-2.8893, -0.2402, 1.8424], [-4.3870, 0.1551, 2.9250], [-4.1568, 1.1134, 4.1017], [-3.0969, -1.2897, 0.6445], [-4.6766, -2.1715, 0.2769], [-4.4899, -3.5651, -0.3304], [-5.5983, -2.3878, 1.4509], [-5.6959, -1.2008, -1.0016], [-7.0134, -0.9108, -0.4780], [-5.8128, -1.9084, -2.2374], [-5.0628, 0.0898, -1.1629], [-1.8170, -1.5507, -0.2878], [-1.8629, -2.6619, -1.7693], [-0.4038, -0.8844, -0.0391], [0.9058, -1.1697, -0.9555], [1.2418, -2.2978, -1.4184], [4.3835, -4.0793, 0.8243], [4.9721, -0.2289, -1.3525], [5.6679, -1.5473, -2.5379], [2.9525, -1.8769, -3.2739], [4.0707, -0.5999, -4.0111], [3.1900, 1.2804, -2.7157], [1.7316, 0.3716, -3.4532], [3.8771, 2.2275, 0.4116], [3.1359, 2.8023, -1.2369], [0.5667, 4.7578, 0.9562], [-2.2654, 2.6639, 3.5751], [-0.0130, 2.6162, 3.1013], [-5.4037, 0.7000, 2.0350], [-4.8212, -1.1132, 3.4934], [1.4878, -0.5134, -4.8133]], "forces_ev_per_angstrom": [[2.66, 4.86, -4.16], [-0.95, -3.44, 3.99], [-0.61, -2.12, 0.59], [0.36, 0.14, -0.82], [1.65, -1.25, 2.82], [0.14, 1.15, 0.78], [-0.50, -0.85, -1.73], [-1.65, -0.33, 0.96], [1.98, 4.22, 2.28], [-2.94, -4.26, -2.40], [2.43, -0.47, -0.59], [1.13, -0.13, 2.26], [-2.60, -0.77, -5.01], [-2.84, -1.76, -1.24], [0.03, -1.34, -2.56], [-0.66, -1.52, 3.78], [-0.09, 1.50, -3.28], [2.92, -1.52, -3.30], [-0.68, 1.63, 3.65], [0.36, -1.50, -2.90], [4.84, 2.76, 0.53], [-3.38, -7.70, 1.36], [0.96, 5.20, 0.88], [2.98, 2.74, -2.30], [-2.38, 2.52, -1.74], [4.27, -1.26, -1.71], [0.55, 2.48, 4.02], [-1.43, -3.38, -0.05], [1.06, 1.02, 1.16], [-0.22, 1.88, 2.53], [-1.93, 0.84, 1.82], [0.51, -1.99, -0.41], [-1.60, 4.92, 1.44], [-0.89, 1.60, -1.95], [-0.29, -1.43, -0.96], [-1.61, 0.82, 1.11], [0.80, 1.33, 0.88], [-0.84, -0.21, 1.50], [-1.34, -1.19, 0.25], [-0.15, 0.81, 1.00], [-1.49, 0.54, -0.83], [-0.36, -0.80, 1.56], [0.59, -1.23, -0.28], [0.73, -0.76, -0.70], [-0.76, -0.80, -0.41], [0.89, -0.87, 0.13], [0.40, 0.70, -1.15], [-0.06, -0.79, -0.83]], "lowdin_charge": [0.140, -0.061, -0.143, -0.250, -0.176, -0.016, 0.036, 0.010, -0.357, 0.082, 0.029, -0.218, 0.107, 0.008, -0.132, 0.795, -0.377, -0.186, 0.762, -0.464, -0.187, 0.803, -0.322, -0.313, -0.370, 0.071, 0.087, 0.025, -0.371, 0.674, -0.034, -0.222, 0.037, 0.097, 0.134, 0.149, 0.100, 0.125, 0.140, -0.046, 0.168, 0.134, 0.157, 0.045, 0.026, 0.056, 0.063, 1.184]}

Number 1: energy -2895.594587 Ha. Number 2: energy -684.617678 Ha. Number 3: energy -319.915640 Ha. Number 4: energy -4914.867865 Ha.